# 1
Here is a 2-piece molecular cluster, C24H31F2OSi overall from the OMol25 dataset. Energies are from ωB97M-V/def2-TZVPD.

Results
**Lowest unoccupied orbital energy**: -5.898 eV
**Energy above the lowest of the compared OMol25 structures with the same formula, charge and spin**: 0.0000 eV
**Net charge**: +1
**Total energy**: -40744.4026 eV
**Gap between HOMO and LUMO**: 0.2030 Ha

Bonds (Å) are listed after each position.
Geometry (Å):
1 C 5.82995 -1.27451 1.68066  C2 1.537, H12 1.099, H13 1.102, H14 1.099
2 C 4.63921 -0.68577 2.45332  C1 1.537, C3 1.533, C4 1.537, Si5 1.933
3 C 4.41298 -1.49474 3.73548  C2 1.533, H15 1.096, H16 1.095, H17 1.099
4 C 4.97077 0.76419 2.84091  C2 1.537, H18 1.097, H19 1.101, H20 1.097
5 Si 3.06802 -0.74974 1.32879  C2 1.933, C6 1.841, C7 1.845, O8 1.705
6 C 3.44808 0.09918 -0.26017  Si5 1.841, H21 1.100, H22 1.098, H23 1.100
7 C 2.42902 -2.48020 1.27805  Si5 1.845, H24 1.100, H25 1.098, H26 1.097
8 O 1.89609 0.21891 2.09957  Si5 1.705, C9 1.347
9 C 0.59821 0.54523 1.94473  O8 1.347, C10 1.501, C11 1.366
10 C 0.12646 1.42604 3.06422  C9 1.501, H27 1.098, H28 1.105, H29 1.102
11 C -0.22357 0.13002 0.93629  C9 1.366, H30 1.090, H31 1.088
12 H 6.05652 -0.70607 0.76805  C1 1.099
13 H 6.72738 -1.24330 2.31885  C1 1.102
14 H 5.66519 -2.32295 1.39694  C1 1.099
15 H 3.56605 -1.10371 4.31115  C3 1.096
16 H 4.24020 -2.55645 3.53232  C3 1.095
17 H 5.30760 -1.41633 4.36901  C3 1.099
18 H 4.17452 1.20643 3.45215  C4 1.097
19 H 5.89278 0.76784 3.44296  C4 1.101
20 H 5.14399 1.40373 1.96612  C4 1.097
21 H 4.14040 -0.50203 -0.86828  C6 1.100
22 H 2.52923 0.24656 -0.84380  C6 1.098
23 H 3.90229 1.08733 -0.09578  C6 1.100
24 H 3.12058 -3.12817 0.72034  C7 1.100
25 H 2.29816 -2.90244 2.28347  C7 1.098
26 H 1.45517 -2.51466 0.77328  C7 1.097
27 H -0.87067 1.82669 2.84122  C10 1.098
28 H 0.07327 0.83283 3.99475  C10 1.105
29 H 0.82738 2.26234 3.22065  C10 1.102
30 H -1.28358 0.31628 1.10829  C11 1.090
31 H 0.12434 -0.51036 0.12787  C11 1.088
32 F -4.96964 4.60979 -1.49430  C33 1.373
33 C -3.81036 4.10293 -0.96081  F32 1.373, C34 1.390, C48 1.383
34 C -2.98796 4.94867 -0.22528  C33 1.390, C35 1.404, H49 1.088
35 C -1.78747 4.42193 0.27668  C34 1.404, C36 1.394, H50 1.092
36 C -1.42027 3.10421 0.00646  C35 1.394, C37 1.422, H51 1.095
37 C -2.27090 2.24013 -0.73647  C36 1.422, C38 1.446, C48 1.427
38 C -1.91042 0.87674 -1.05782  C37 1.446, C39 1.403, H52 1.090
39 C -2.89006 -0.02610 -1.49771  C38 1.403, C40 1.392, H53 1.102
40 C -2.65716 -1.24429 -2.13065  C39 1.392, C41 1.434, H54 1.089
41 C -3.56991 -1.87001 -3.04318  C40 1.434, C42 1.427, C47 1.420
42 C -4.68345 -1.16377 -3.58806  C41 1.427, C43 1.390, H55 1.090
43 C -5.48894 -1.79818 -4.52688  C42 1.390, F44 1.377, C45 1.394
44 F -6.53101 -1.09062 -5.08233  C43 1.377
45 C -5.28114 -3.10911 -4.95367  C43 1.394, C46 1.404, H56 1.087
46 C -4.19795 -3.80875 -4.39810  C45 1.404, C47 1.388, H57 1.090
47 C -3.36405 -3.21006 -3.46384  C41 1.420, C46 1.388, H58 1.093
48 C -3.50143 2.77957 -1.21724  C33 1.383, C37 1.427, H59 1.087
49 H -3.27510 5.98526 -0.05895  C34 1.088
50 H -1.13251 5.06061 0.87231  C35 1.092
51 H -0.46555 2.70706 0.36534  C36 1.095
52 H -0.85946 0.63422 -1.21442  C38 1.090
53 H -3.95306 0.21033 -1.33118  C39 1.102
54 H -1.74351 -1.78895 -1.89631  C40 1.089
55 H -4.88111 -0.13196 -3.29720  C42 1.090
56 H -5.93813 -3.55412 -5.69690  C45 1.087
57 H -4.01801 -4.83785 -4.71041  C46 1.090
58 H -2.52665 -3.76637 -3.03541  C47 1.093
59 H -4.17081 2.17650 -1.82510  C48 1.087

---

# 2
Here is one molecule with the formula C12H15NS from the OMol25 dataset. Energies are from ωB97M-V/def2-TZVPD.

Results
**Lowest unoccupied orbital energy**: 0.629 eV
**Energy above the lowest of the compared OMol25 structures with the same formula, charge and spin**: 2.3759 eV
**Total energy**: -25010.2842 eV
**Gap between HOMO and LUMO**: 0.3439 Ha

Bonds (Å) are listed after each position.
Geometry (Å):
1 C -0.38878 -2.87460 1.63639  S2 1.828, H15 1.033, H16 1.200, H17 1.116
2 S -1.17317 -1.22655 1.74080  C1 1.828, C3 2.006
3 C 0.07954 -0.05100 0.70444  S2 2.006, C4 1.518, C6 1.514, C12 1.571
4 C 1.43496 -0.23664 1.36291  C3 1.518, N5 1.125
5 N 2.43855 -0.50285 1.79600  C4 1.125
6 C -0.10811 -0.31530 -0.77427  C3 1.514, C7 1.368, C11 1.383
7 C 0.99377 -0.72465 -1.47439  C6 1.368, C8 1.388, H18 1.156
8 C 0.87100 -0.80610 -2.85420  C7 1.388, C9 1.350, H19 1.030
9 C -0.32616 -0.67704 -3.46554  C8 1.350, C10 1.387, H20 1.038
10 C -1.39880 -0.18065 -2.73907  C9 1.387, C11 1.363, H21 1.088
11 C -1.32737 -0.07614 -1.38188  C6 1.383, C10 1.363, H22 1.080
12 C -0.27272 1.45944 0.95139  C3 1.571, C13 1.581, C14 1.520, H23 1.104
13 C 0.84820 2.31937 0.24113  C12 1.581, H24 1.150, H25 1.130, H26 1.081
14 C -0.28842 1.57562 2.46652  C12 1.520, H27 1.060, H28 1.061, H29 1.049
15 H 0.31793 -2.85480 0.88372  C1 1.033
16 H -1.41309 -3.41767 1.32555  C1 1.200
17 H -0.06078 -3.17925 2.65896  C1 1.116
18 H 2.02263 -0.76557 -0.94800  C7 1.156
19 H 1.65041 -1.07620 -3.47084  C8 1.030
20 H -0.47206 -0.71097 -4.49264  C9 1.038
21 H -2.36493 -0.16269 -3.23963  C10 1.088
22 H -2.12522 0.25094 -0.73099  C11 1.080
23 H -1.28633 1.82300 0.70703  C12 1.104
24 H 1.41323 2.81099 1.11443  C13 1.150
25 H 0.22414 3.10490 -0.27859  C13 1.130
26 H 1.52258 1.68316 -0.31506  C13 1.081
27 H 0.69106 1.55166 2.87059  C14 1.060
28 H -0.62007 2.48201 2.90652  C14 1.061
29 H -0.88201 0.77757 2.79872  C14 1.049

---

# 3
Here is an isolated ion of composition C3H10N4O3 and charge +2 from the OMol25 dataset. Energies are from ωB97M-V/def2-TZVPD.

Results
**Lowest unoccupied orbital energy (alpha / beta)**: -6.954 / -9.829 eV
**Net charge**: +2
**Total energy**: -15352.0735 eV
**Spin multiplicity**: 3
**Gap between HOMO and LUMO (alpha / beta)**: 0.2608 / 0.3386 Ha

Bonds (Å) are listed after each position.
Geometry (Å):
1 C 1.81250 1.77615 -0.04734  N5 1.284, O8 1.389, H11 1.067
2 C -0.45290 -0.84468 -0.68016  N4 1.461, N6 1.655, H12 1.032, H13 1.157
3 C 2.98633 -0.23430 0.16760  O8 1.333, O9 1.265, O10 1.315
4 N 0.74680 -0.13420 -0.24461  C2 1.461, N5 1.312
5 N 0.76448 1.15940 -0.46021  C1 1.284, N4 1.312, H14 1.085
6 N -1.63958 -0.57304 0.44038  C2 1.655, N7 1.384, H15 1.027, H16 0.982
7 N -1.93502 0.77787 0.49394  N6 1.384, H17 0.974, H18 1.027
8 O 2.78142 1.01253 0.59066  C1 1.389, C3 1.333
9 O 3.01554 -0.48138 -1.07282  C3 1.265, H19 0.972
10 O 3.37199 -1.18424 0.99151  C3 1.315, H20 1.013
11 H 2.01798 2.81718 0.06191  C1 1.067
12 H -0.72254 -0.59715 -1.64476  C2 1.032
13 H -0.24313 -1.97654 -0.56226  C2 1.157
14 H 0.05576 1.82589 -0.94064  N5 1.085
15 H -2.43995 -1.17952 0.22642  N6 1.027
16 H -1.16259 -0.81138 1.26453  N6 0.982
17 H -2.41838 1.08811 1.28046  N7 0.974
18 H -2.24148 1.23215 -0.37510  N7 1.027
19 H 3.25095 -1.40398 -1.26870  O9 0.972
20 H 3.85215 -0.86110 1.82228  O10 1.013